{"formula": "C15H23NO3S", "method": "wB97M-V/def2-TZVPD", "elements": ["C", "H", "O", "C", "C", "C", "C", "C", "C", "C", "H", "H", "H", "O", "C", "H", "H", "H", "S", "O", "N", "H", "C", "C", "C", "C", "C", "C", "H", "H", "H", "H", "H", "H", "H", "H", "H", "H", "H", "H", "H", "H", "H"], "xyz": [[-0.621518, 4.809446, 1.512369], [-1.581715, 4.994217, 1.020018], [0.297261, 4.194082, 0.643755], [-0.011287, 2.969599, 0.128596], [-1.180454, 2.272902, 0.422249], [-1.374030, 1.023938, -0.126892], [-0.440784, 0.442132, -0.966041], [0.692428, 1.167061, -1.334017], [0.918283, 2.427824, -0.764313], [2.159099, 3.185531, -1.127798], [2.348757, 3.097893, -2.194954], [3.018775, 2.769990, -0.604089], [2.052810, 4.230047, -0.853333], [1.649536, 0.770282, -2.218462], [1.324442, -0.155010, -3.226315], [1.382932, -1.184069, -2.865252], [2.070796, -0.009236, -4.008616], [0.328029, 0.028810, -3.637503], [-0.790836, -1.280270, -1.473742], [-2.019023, -1.607560, -0.754817], [0.574069, -1.990467, -0.687581], [0.903968, -2.743998, -1.279460], [0.552535, -2.437190, 0.698663], [0.126838, -1.316514, 1.640262], [0.244108, -1.783873, 3.087778], [-0.632896, -3.010818, 3.320024], [-0.240882, -4.134310, 2.365216], [-0.339826, -3.664134, 0.917717], [-0.033684, -4.467698, 0.240838], [-1.370737, -3.396573, 0.681710], [0.785560, -4.447358, 2.575650], [-0.891739, -4.997781, 2.517189], [-0.535953, -3.349788, 4.353748], [-1.677738, -2.743066, 3.149440], [-0.058336, -0.976379, 3.757533], [1.285296, -2.031308, 3.310151], [0.748575, -0.435183, 1.468744], [-0.909851, -1.052920, 1.434573], [1.592959, -2.712096, 0.933563], [-2.264014, 0.457597, 0.104581], [-1.930281, 2.683672, 1.077785], [-0.170811, 5.761794, 1.788306], [-0.784286, 4.213012, 2.415751]], "atomic_forces_ev_per_a": [[-0.18, 0.13, 0.18], [0.04, -0.03, 0.03], [0.16, -0.33, -0.28], [0.07, -0.19, -0.15], [0.00, 0.20, 0.13], [-0.06, -0.04, -0.13], [-0.20, -0.50, -0.31], [0.02, 0.38, 0.11], [0.12, 0.01, -0.06], [-0.09, 0.03, -0.03], [0.07, 0.05, -0.03], [0.14, 0.02, 0.01], [0.08, 0.04, -0.02], [-0.05, 0.17, 0.51], [0.11, -0.13, -0.44], [0.05, 0.13, -0.09], [-0.08, -0.05, 0.02], [0.07, 0.03, 0.01], [1.36, 0.24, 0.62], [-0.93, -0.28, 0.23], [-0.27, 0.23, -1.00], [-0.13, -0.04, -0.12], [-0.40, 0.08, 0.37], [0.37, -0.06, 0.18], [-0.28, 0.05, -0.05], [0.30, -0.09, 0.10], [-0.23, 0.04, -0.04], [0.22, -0.08, 0.12], [-0.03, 0.01, -0.05], [0.02, -0.02, -0.06], [0.04, -0.07, 0.05], [0.08, -0.06, 0.02], [-0.09, 0.01, 0.02], [-0.09, 0.01, 0.04], [0.08, 0.01, 0.04], [0.07, 0.02, 0.07], [-0.05, 0.04, -0.03], [-0.02, 0.04, -0.02], [-0.13, 0.05, -0.01], [-0.04, -0.06, 0.05], [-0.06, 0.05, 0.07], [-0.08, -0.06, 0.01], [0.00, 0.02, -0.05]], "nbo_charge": [-0.250, 0.177, -0.500, 0.317, -0.323, -0.171, -0.372, 0.319, -0.046, -0.644, 0.225, 0.220, 0.229, -0.500, -0.250, 0.176, 0.197, 0.183, 1.429, -0.983, -0.835, 0.377, -0.047, -0.421, -0.392, -0.396, -0.396, -0.424, 0.197, 0.230, 0.189, 0.210, 0.205, 0.197, 0.208, 0.191, 0.217, 0.218, 0.193, 0.247, 0.220, 0.200, 0.177], "energy_ev": -34394.867, "charge": 0, "lumo_ev": 0.650, "fmax_ha_per_bohr": 0.029, "de_lowest_kcal_mol": 31.5}